Record 1
# C3H9N2O

A 2-piece molecular cluster, C3H9N2O overall in a non-equilibrium geometry (wB97M-V/def2-TZVPD, OMol25).

```
15
C3H9N2O wB97M-V/def2-TZVPD
O 0.486 -0.657 -0.731
N 0.257 -0.018 0.269
N -0.361 1.042 0.323
C 1.572 -3.432 -0.651
C -1.161 1.354 -0.824
C -0.396 1.744 1.580
H -1.355 2.122 1.749
H 0.380 2.581 1.399
H 0.959 -3.178 -1.504
H -2.188 1.125 -0.813
H -1.095 2.403 -0.936
H -0.760 0.986 -1.734
H 1.141 -3.840 0.258
H -0.088 1.104 2.381
H 2.609 -3.335 -0.764
```

## Properties
Maximum force ... 3.93 eV/A
Energy ... -8271.4051 eV
Energy relative to the best compared isomer or geometry (same formula, charge and spin) ... 7.6688 eV
Gap between HOMO and LUMO (alpha / beta) ... 10.28 / 4.98 eV
LUMO (alpha / beta) ... -5.053 / -7.720 eV
Net charge ... +1
Molecular weight ... 89.118 g/mol


Record 2
# C40H63GeN9OPZn

C40H63GeN9OPZn as an isolated structure in a non-equilibrium geometry (wB97M-V/def2-TZVPD, OMol25).

```
116
C40H63GeN9OPZn wB97M-V/def2-TZVPD
Ge 4.486 -0.650 -0.523
Zn -0.008 -0.444 -0.060
P -3.321 -0.537 -0.481
O -1.797 -0.501 -0.412
N 0.570 -2.693 2.338
N 0.762 1.333 -0.231
N -3.760 -2.048 -0.933
N 0.534 -0.462 1.792
N -3.791 0.586 -1.571
N -3.924 -0.194 0.999
N 1.182 1.524 -2.480
N 1.382 -1.166 3.880
N 1.857 3.251 -1.108
C 0.202 0.893 2.089
C -0.358 1.307 3.296
C 6.298 3.431 0.847
C 0.215 0.494 -2.802
C -3.555 -1.012 2.173
C -3.996 2.617 -2.708
C -4.989 -3.998 -1.307
C -5.344 1.896 -2.816
C 1.075 -1.976 5.059
C -3.385 1.996 -1.459
C -5.269 0.606 2.724
C 1.437 -3.791 2.763
C 2.320 1.589 -3.394
C 2.294 -0.060 4.116
C 1.255 2.051 -1.225
C 5.630 -1.548 -3.027
C 4.510 -3.249 -1.686
C 2.568 3.688 0.082
C -0.818 2.602 3.464
C 0.819 -1.407 2.679
C -5.091 -2.626 -0.656
C -0.262 3.094 1.185
C -0.431 -3.035 1.346
C -4.216 -3.695 -2.595
C 5.568 2.629 1.717
C 5.647 -3.848 -3.714
C -5.042 0.463 -2.362
C 5.138 1.106 -0.094
C 4.904 -4.212 -2.595
C 4.981 1.467 1.248
C -0.784 3.493 2.403
C -5.244 0.430 1.214
C 6.002 -2.521 -3.936
C 1.769 4.268 -2.154
C -3.190 -2.639 -2.169
C 0.282 1.823 1.021
C -4.640 -0.703 3.216
C 5.874 1.910 -0.971
C 6.446 3.075 -0.491
C 4.890 -1.918 -1.897
H -1.233 2.905 4.416
H -2.567 -0.704 2.521
H 1.871 0.668 4.810
H -2.295 2.071 -1.419
H -4.894 -3.284 -3.344
H -4.223 -0.614 4.217
H -3.033 -1.881 -2.940
H -5.322 1.368 0.664
H 2.024 1.993 -4.362
H -0.741 0.694 -2.319
H -6.069 2.359 -2.147
H -0.023 -3.044 0.321
H -0.468 0.595 4.103
H 1.103 3.948 -2.949
H 5.473 2.906 2.759
H 7.030 3.701 -1.153
H 3.216 -0.449 4.552
H -5.865 0.053 -1.774
H 3.933 -3.521 -0.810
H -0.306 3.767 0.338
H 0.966 -4.417 3.521
H -0.798 -4.039 1.554
H -5.750 1.922 -3.824
H 2.523 0.445 3.182
H -3.787 2.465 -0.554
H -5.273 -2.671 0.418
H 3.628 -1.230 0.631
H 2.713 0.578 -3.557
H -5.391 -1.493 3.232
H -4.416 -4.672 -0.667
H 2.375 -3.405 3.152
H 2.751 4.499 -2.571
H -6.277 0.757 3.104
H 4.420 0.826 1.919
H 4.640 -5.249 -2.438
H 1.369 5.185 -1.716
H -1.177 4.494 2.521
H 2.671 2.874 0.791
H -4.868 -0.199 -3.214
H -5.964 -4.441 -1.496
H 3.561 4.029 -0.217
H -6.062 -0.229 0.903
H 6.577 -2.254 -4.813
H 0.052 0.495 -3.879
H 0.566 -0.518 -2.530
H 6.764 4.334 1.219
H -4.652 1.458 3.014
H 0.217 -2.613 4.868
H -3.741 -4.579 -3.015
H 6.015 1.629 -2.006
H 5.925 -0.518 -3.184
H -4.110 3.695 -2.624
H -2.221 -3.090 -1.936
H -1.279 -2.353 1.392
H -3.377 2.394 -3.579
H 5.959 -4.610 -4.416
H 1.652 -4.421 1.898
H 3.111 2.207 -2.979
H -5.895 -2.050 -1.125
H 1.924 -2.588 5.368
H 2.058 4.521 0.570
H 0.826 -1.305 5.883
H -3.519 -2.078 1.926
```

## Properties
Maximum force ... 1.13 eV/A
Energy ... -172163.3825 eV
Gap between HOMO and LUMO ... 5.87 eV
LUMO ... -9.251 eV
Net charge ... +3
Molecular weight ... 854.980 g/mol